Entry from the Open Molecules 2025 dataset: a single C21H31BrN4O2 molecule (the ωB97M-V functional and the def2-TZVPD basis).

```
59
Properties=species:S:1:pos:R:3:forces:R:3
C -1.087 0.782 -7.710 -0.010 -0.001 -0.006
C -0.483 0.357 -6.382 0.012 0.004 0.005
N -1.429 -0.360 -5.540 0.010 -0.019 -0.026
C -1.782 -1.676 -6.057 0.017 -0.004 0.011
C -2.484 -2.334 -4.880 -0.011 0.019 -0.005
C -1.685 -1.827 -3.668 -0.005 -0.020 -0.009
C -0.922 -0.590 -4.185 -0.043 0.001 0.022
C -1.135 0.646 -3.319 0.033 -0.005 -0.038
N -0.542 0.489 -2.003 -0.031 0.052 0.064
C -1.314 0.553 -0.772 -0.015 -0.055 -0.060
C -0.276 0.227 0.305 0.035 0.009 0.057
C -0.574 0.907 1.630 0.003 -0.041 -0.007
O -0.985 2.047 1.690 0.000 0.009 -0.001
N -0.286 0.148 2.730 -0.017 0.015 0.025
C -0.455 0.554 4.080 -0.009 0.018 -0.023
C -1.587 1.230 4.497 0.015 -0.007 -0.004
C -1.757 1.569 5.831 -0.005 -0.003 0.012
C -0.777 1.196 6.730 -0.002 0.010 0.007
Br -0.990 1.620 8.566 0.001 -0.001 -0.003
C 0.370 0.529 6.337 -0.016 0.013 -0.003
C 0.558 0.215 4.991 0.031 -0.043 0.030
N 1.675 -0.473 4.524 -0.037 0.032 -0.023
C 2.875 -0.626 5.342 -0.010 -0.032 0.003
C 3.594 0.698 5.589 0.012 0.020 0.008
C 3.789 -1.630 4.656 0.003 -0.008 -0.004
C 1.040 0.729 -0.308 -0.041 0.000 -0.047
C 0.788 0.687 -1.807 0.042 0.011 0.002
O 1.614 0.839 -2.684 -0.003 0.000 0.004
H -0.372 1.381 -8.275 0.002 0.001 0.001
H -1.357 -0.076 -8.326 0.000 0.000 0.002
H -1.985 1.380 -7.545 -0.001 -0.002 -0.001
H 0.414 -0.262 -6.557 -0.001 0.003 0.001
H -0.146 1.243 -5.842 0.006 -0.006 0.003
H -2.411 -1.599 -6.944 -0.012 0.008 0.008
H -0.876 -2.246 -6.333 -0.006 -0.001 -0.005
H -3.515 -1.981 -4.832 -0.002 -0.005 0.002
H -2.504 -3.420 -4.957 0.009 0.001 0.010
H -2.344 -1.572 -2.836 0.005 0.012 0.004
H -0.989 -2.582 -3.303 0.004 -0.005 -0.022
H 0.157 -0.803 -4.212 0.003 0.008 0.016
H -0.698 1.525 -3.798 0.005 -0.006 -0.004
H -2.206 0.819 -3.203 -0.001 0.002 0.011
H -1.730 1.551 -0.608 0.003 0.005 0.003
H -2.130 -0.170 -0.787 -0.006 0.006 0.004
H -0.223 -0.857 0.434 0.003 0.003 -0.005
H 0.007 -0.805 2.580 0.001 0.005 -0.012
H -2.336 1.498 3.767 -0.003 0.000 0.000
H -2.637 2.102 6.160 -0.001 0.000 -0.001
H 1.114 0.274 7.076 0.004 0.000 -0.006
H 1.894 -0.230 3.566 0.026 -0.009 0.002
H 2.559 -1.054 6.296 0.004 0.004 -0.005
H 4.443 0.559 6.260 -0.002 -0.008 0.000
H 3.973 1.099 4.646 -0.006 0.000 -0.001
H 2.930 1.441 6.031 0.000 0.004 -0.006
H 4.694 -1.790 5.242 0.000 0.004 0.000
H 3.285 -2.586 4.521 0.000 0.000 0.002
H 4.094 -1.259 3.673 0.001 0.005 0.004
H 1.225 1.771 -0.035 0.003 0.000 0.003
H 1.915 0.141 -0.042 0.004 -0.001 -0.001
```
Forces are in eV/Å.

Summary:
- E_HOMO (hartree) = -0.304
- HOMO-LUMO gap (eV) = 8.6
- SMILES = CCN1CCC[C@@H]1CN1C[C@H](C(=O)Nc2ccc(Br)cc2NC(C)C)CC1=O

=====

Entry from the Open Molecules 2025 dataset: a molecular structure, C21H31ClInN2O5S in a non-equilibrium geometry (the ωB97M-V functional and the def2-TZVPD basis).

```
62
Properties=species:S:1:pos:R:3:forces:R:3
In -0.485 0.037 0.715 1.396 0.032 -0.807
Cl -2.684 0.266 1.513 -2.475 0.248 1.152
N 0.125 2.138 -0.077 -1.712 3.275 -2.422
N -0.007 -2.154 0.169 -2.019 -3.617 -1.905
C -0.853 2.916 -0.560 3.561 -2.502 1.631
C -0.810 -2.993 -0.494 3.194 2.820 2.402
C 1.141 3.014 0.556 -0.376 -0.216 -0.258
C 0.386 4.321 0.715 -0.920 0.182 -0.125
C 2.368 3.111 -0.340 0.351 0.017 -0.426
C 1.573 2.470 1.888 0.417 0.033 0.747
H 2.106 3.188 -1.404 0.021 0.036 0.243
H 2.991 2.214 -0.204 -0.227 0.178 -0.167
H 2.982 3.983 -0.060 -0.182 -0.215 -0.040
H 0.780 2.548 2.639 0.210 -0.158 -0.190
H 2.446 3.041 2.242 -0.129 -0.012 -0.003
H 1.869 1.419 1.796 -0.079 0.320 0.003
C 0.821 -2.949 1.101 -0.094 0.310 -0.241
C 0.638 -4.364 0.610 -0.569 -0.455 -0.961
C 0.247 -2.811 2.482 -0.232 0.299 0.846
C 2.249 -2.433 1.070 0.399 -0.082 0.022
H 2.642 -2.420 0.046 -0.053 0.016 0.197
H 2.897 -3.063 1.699 -0.101 0.086 -0.130
H 2.275 -1.411 1.472 -0.043 -0.230 -0.183
H -0.801 -3.133 2.520 0.195 -0.087 0.034
H 0.284 -1.754 2.786 -0.152 -0.817 -0.172
H 0.848 -3.370 3.207 -0.093 -0.245 -0.043
O -0.559 -4.265 -0.272 0.138 -1.950 0.233
H 0.420 -5.091 1.402 -0.079 0.219 -0.273
H 1.461 -4.737 -0.012 -0.148 0.085 -0.022
O -0.758 4.182 -0.212 -0.192 2.033 0.421
H 0.935 5.230 0.455 -0.107 -0.126 -0.173
H -0.023 4.425 1.733 0.007 -0.040 -0.398
C -2.001 2.442 -1.390 -0.105 0.319 0.027
C -1.921 -2.577 -1.391 -0.275 -0.365 -0.087
C -1.611 -1.297 -2.118 -0.462 0.397 -0.977
H -2.807 -2.459 -0.751 0.131 0.047 -0.141
H -2.117 -3.412 -2.075 -0.038 0.186 0.111
C -2.066 -0.073 -1.621 -0.191 -0.048 1.046
C -1.664 1.171 -2.123 -0.418 -0.291 -0.879
H -2.841 -0.095 -0.851 0.491 0.066 -0.069
C -0.964 1.183 -3.325 -0.164 -0.139 0.258
C -0.645 -0.043 -3.921 0.521 -0.039 -0.150
C -0.572 2.473 -3.982 0.250 0.156 -0.293
C -0.902 -1.276 -3.313 -0.131 0.045 0.211
H -0.136 -0.035 -4.887 -0.091 -0.007 0.198
C -0.446 -2.553 -3.952 0.253 -0.162 -0.319
H -0.044 -2.346 -4.950 -0.034 -0.109 0.139
H -1.265 -3.278 -4.062 0.162 0.150 0.024
H 0.350 -3.041 -3.370 -0.169 0.097 -0.052
H -1.410 3.178 -4.059 0.155 -0.151 0.030
H -0.207 2.275 -4.997 -0.050 0.091 0.152
H 0.238 2.983 -3.440 -0.195 -0.113 -0.008
H -2.268 3.258 -2.076 0.010 -0.158 0.172
H -2.846 2.299 -0.704 0.083 -0.080 -0.079
C 1.751 0.076 4.776 0.502 -0.303 -0.249
S 0.091 0.326 4.282 -0.992 -0.071 -4.911
O -0.805 -0.644 4.847 0.301 -0.135 0.929
O -0.264 1.722 4.382 0.253 0.068 0.933
O 0.298 -0.009 2.735 0.242 0.959 4.069
H 1.980 0.485 5.742 -0.007 0.163 0.494
H 2.355 0.532 3.988 -0.060 0.054 0.296
H 1.900 -1.001 4.743 0.118 -0.062 0.132
```
Forces are in eV/Å.

Summary:
- E_HOMO (alpha / beta) (hartree) = -0.025 / -0.024
- total charge = -1
- HOMO-LUMO gap (alpha / beta) (eV) = 3.3 / 3.3

=====

Entry from the Open Molecules 2025 dataset: a molecular structure, C21H31F5P2PdS in a non-equilibrium geometry (the ωB97M-V functional and the def2-TZVPD basis).

```
61
Properties=species:S:1:pos:R:3:forces:R:3
P -2.074 1.008 -0.830 1.311 -2.403 -0.013
P 1.577 1.029 1.455 -1.401 -3.342 0.150
C -0.768 -0.147 -0.208 0.725 0.866 1.008
C -0.013 0.116 1.141 -0.601 -0.910 0.119
H -0.023 -0.364 -1.062 -0.421 0.321 0.279
H -1.326 -1.092 -0.023 0.177 0.543 -0.434
H -0.705 0.566 1.869 0.176 -0.030 -0.008
H 0.241 -0.885 1.526 -0.370 0.006 -0.040
C 3.036 0.082 0.941 0.327 -0.107 -0.336
H 3.932 0.646 1.254 -0.347 -0.091 -0.057
H 3.083 -0.097 -0.140 -0.175 0.076 0.237
H 3.047 -0.886 1.451 -0.059 0.033 -0.074
C 1.645 0.826 3.247 0.092 0.218 0.259
H 2.512 0.214 3.499 -0.077 0.034 0.118
H 0.728 0.326 3.579 0.244 0.202 0.096
H 1.731 1.814 3.703 0.061 -0.334 0.202
C -2.038 0.577 -2.574 -0.491 0.573 -0.706
H -2.551 1.375 -3.142 0.120 -0.424 0.063
H -2.551 -0.382 -2.752 0.311 0.350 0.140
H -0.995 0.504 -2.933 -0.306 -0.041 0.274
C -3.599 0.330 -0.122 -0.367 0.504 0.116
H -3.432 0.021 0.923 -0.047 0.218 -0.409
H -3.922 -0.548 -0.707 0.239 0.384 0.219
H -4.372 1.108 -0.162 -0.050 -0.335 0.094
Pd 0.680 -2.285 -1.079 -0.761 4.689 0.023
C 1.150 -3.689 0.215 0.870 -1.952 1.990
C 2.193 -3.553 -0.710 1.725 0.452 0.431
C 2.173 -4.066 -2.147 0.844 -0.490 0.467
C 0.793 -4.261 -2.845 0.197 -0.088 -0.738
C -0.317 -3.279 -2.524 -0.494 0.061 -1.419
C -1.127 -3.352 -1.393 -1.105 -0.035 -0.793
C -1.178 -4.463 -0.411 0.088 -0.743 0.941
C 0.220 -4.866 0.158 -1.686 -0.188 -0.210
C -1.972 2.791 -0.686 -0.234 0.167 0.306
H 1.307 -3.325 1.235 0.331 -0.105 -0.101
H 3.142 -3.134 -0.326 -0.391 -0.280 -0.561
H 2.782 -4.982 -2.201 -0.260 -0.202 -0.319
H 2.728 -3.312 -2.713 -0.038 -0.161 -0.002
H 0.996 -4.119 -3.915 -0.026 -0.433 0.132
H 0.423 -5.272 -2.692 0.037 -0.252 -0.055
H -0.648 -2.614 -3.340 0.148 -0.581 0.306
H -2.054 -2.786 -1.470 -0.150 0.125 0.045
H -1.658 -5.362 -0.815 -0.090 -0.093 -0.184
H -1.841 -4.155 0.415 0.284 -0.007 -0.080
H 0.027 -5.305 1.149 0.346 0.048 -0.182
H 0.620 -5.657 -0.475 0.188 -0.043 0.056
H -1.923 3.115 0.373 0.120 -0.104 -0.650
H -2.916 3.145 -1.137 0.370 0.078 0.208
H -1.126 3.165 -1.284 -0.187 -0.117 0.391
F -0.728 7.820 2.506 -0.028 -0.285 -0.237
C -0.218 6.669 2.036 -0.055 0.315 0.488
C -0.169 5.554 2.859 0.066 -0.162 0.069
F -0.695 5.582 4.101 0.208 0.106 -0.646
C 0.425 4.388 2.393 -0.651 -0.229 0.400
F 0.269 3.275 3.184 0.416 0.793 -0.518
C 1.018 4.297 1.132 0.671 0.409 -0.540
S 1.947 2.904 0.571 0.562 3.642 -0.947
C 0.869 5.426 0.287 -0.595 -0.294 -0.289
F 1.255 5.323 -1.018 -0.080 0.291 1.145
C 0.262 6.594 0.730 0.158 -0.378 -0.583
F 0.128 7.649 -0.092 0.132 -0.263 0.361
```
Forces are in eV/Å.

Summary:
- E_HOMO (alpha / beta) (hartree) = -0.126 / -0.217
- spin multiplicity = 3
- HOMO-LUMO gap (alpha / beta) (eV) = 3.2 / 5.6

=====

ΔE to the lowest compared entry with this formula, charge and spin across the listed records, respectively: 4.5, 0.0, 0.0 kJ/mol.
Total energy across the listed records, respectively: -102379.766, -64030.085, -68750.481 eV.